Record 1
{"formula": "C7H7FO4S", "method": "ωB97M-V/def2-TZVPD", "total_charge": 0, "homo_energy_ev": -9.90, "lumo_ev": 0.07, "orbital_gap_ev": 9.971, "elements": ["C", "C", "C", "C", "C", "C", "C", "O", "O", "O", "O", "F", "S", "H", "H", "H", "H", "H", "H", "H"], "coordinates": [[-1.22820, 0.74667, 2.08667], [-1.47130, 1.22341, 0.83210], [-0.01421, 0.12773, 2.31271], [-0.57029, 1.18528, -0.19568], [0.93820, 0.02913, 1.32831], [0.66306, 0.54988, 0.09790], [-1.01238, -2.36803, -1.34154], [1.00792, -0.10090, -2.47444], [2.53480, 1.51411, -1.41826], [-0.13237, -2.27218, -0.52215], [-1.04607, -1.64042, -2.37380], [2.18478, -0.52830, 1.52540], [1.79969, 0.02900, -1.27767], [-1.84560, 0.65558, 2.99411], [-2.41860, 1.63585, 0.57617], [0.26765, -0.24421, 3.30352], [-0.73671, 1.80663, -1.07547], [-1.95672, -2.95070, -1.16464], [-0.19181, -0.96126, -2.47862], [3.22815, 1.56271, -0.73463]], "atomic_forces_ev_per_a": [[1.0, -1.7, 1.6], [-1.5, 0.8, -0.6], [1.3, -0.3, 1.4], [1.9, -0.2, 0.8], [0.6, 0.0, -0.3], [-0.2, -0.2, -2.5], [-0.6, 0.0, 2.1], [-0.9, 0.5, -1.7], [0.0, -0.4, -0.2], [0.7, -0.8, 1.0], [0.7, 2.4, -3.3], [-1.3, 0.3, 0.1], [1.1, 0.9, 3.0], [-0.5, 0.7, -1.1], [-0.7, 0.5, 0.2], [-0.3, 0.0, -0.3], [0.0, -0.8, -0.2], [0.8, 0.0, -0.4], [-1.8, -1.8, 0.6], [-0.2, -0.1, -0.3]], "lowdin_charge": [-0.059, -0.097, -0.015, -0.041, -0.282, -0.262, -0.469, -0.423, -0.277, 0.016, 0.050, 0.037, 1.011, 0.125, 0.103, 0.131, 0.133, 0.148, 0.097, 0.074]}


Record 2
{"formula": "C7H7GdO6S", "method": "ωB97M-V/def2-TZVPD", "total_charge": 2, "homo_energy_ev": [-16.22, -15.58], "multiplicity": 8, "relative_energy_ev": 0.0000, "s2": 16.110, "lumo_ev": [-8.45, -9.41], "orbital_gap_ev": [7.773, 6.175], "elements": ["O", "C", "Gd", "O", "C", "C", "O", "C", "O", "C", "O", "H", "C", "S", "C", "O", "H", "H", "H", "H", "H", "H"], "coordinates": [[-0.15166, 3.08905, -3.78101], [0.04667, 2.22449, -3.05200], [0.46881, 0.24020, -1.33149], [-0.08347, 3.51835, 0.48416], [0.10267, 2.54898, -0.10561], [0.09062, -0.72362, -3.53565], [-0.29749, -1.49035, -2.65035], [2.86706, 0.83101, -1.66115], [3.99264, 1.07105, -1.78418], [-2.06256, 0.81630, -1.37987], [-3.21014, 0.76538, -1.35092], [0.09391, -0.98164, -4.61583], [-0.29466, -2.57085, 2.39013], [-0.91009, -1.00318, 1.76287], [-0.12900, 0.11458, 2.95327], [0.04789, -0.84248, 0.53038], [-0.96874, -2.95003, 3.17329], [0.70546, -2.39507, 2.81349], [-0.28130, -3.29055, 1.56187], [-0.01247, -0.42409, 3.90752], [0.82543, 0.51408, 2.57511], [-0.83959, 0.93838, 3.09598]], "atomic_forces_ev_per_a": [[0.6, -3.0, 2.2], [-0.6, 3.6, -2.4], [-0.3, -0.8, -1.0], [0.7, -3.5, -2.2], [-0.6, 4.1, 2.6], [0.2, -0.5, 1.2], [-0.2, -0.1, -1.1], [6.5, 1.6, -0.7], [-5.1, -1.1, 0.5], [-5.1, -0.3, 0.2], [4.2, 0.3, -0.1], [-0.2, -0.1, 0.3], [-0.2, -0.2, 0.5], [1.6, -0.5, 0.0], [-0.7, 0.3, 0.5], [-0.7, 0.3, 0.2], [0.1, 0.2, -0.2], [-0.3, -0.2, -0.3], [0.0, 0.3, 0.2], [0.1, 0.3, -0.4], [-0.3, -0.5, 0.1], [0.3, -0.1, 0.1]], "mulliken_spin": [0.001, 0.016, 6.542, -0.001, 0.009, 0.318, 0.017, -0.007, 0.002, 0.018, 0.003, 0.044, 0.000, -0.001, 0.001, 0.039, -0.001, 0.000, 0.000, 0.000, 0.000, 0.000]}


Record 3
{"formula": "C7H7N", "method": "ωB97M-V/def2-TZVPD", "total_charge": 0, "homo_energy_ev": -7.88, "relative_energy_ev": 5.7468, "lumo_ev": -0.35, "orbital_gap_ev": 7.537, "elements": ["C", "C", "C", "C", "C", "C", "C", "N", "H", "H", "H", "H", "H", "H", "H"], "coordinates": [[3.11782, -0.69112, -0.02198], [1.14444, 2.40534, -0.07321], [0.77742, 0.84004, -0.35256], [2.28451, 0.38945, -0.17775], [2.19747, 1.66321, 0.17025], [-0.19687, -1.27130, -0.12056], [-0.15051, 0.07501, 0.59735], [4.01705, -1.36600, 0.20625], [0.71361, 3.32044, -0.08449], [0.60751, 0.59330, -1.38872], [0.81815, -1.57641, -0.51244], [-0.60929, -1.17882, -1.04752], [-0.65407, -1.99087, 0.51037], [0.27371, 0.14024, 1.62213], [-1.19663, 0.60245, 0.58077]], "atomic_forces_ev_per_a": [[-0.5, 0.8, 0.3], [1.5, -2.8, 0.6], [0.4, 0.6, 1.1], [1.0, -0.4, 0.3], [-1.6, 0.7, -1.3], [2.5, -0.1, 1.9], [-0.7, 1.8, -0.9], [0.7, -1.2, 0.0], [-1.3, 2.1, -0.1], [0.0, 0.8, -0.6], [-0.7, -0.1, 1.4], [-2.3, 0.3, -2.3], [-0.4, -1.1, 0.1], [-0.4, -0.5, -0.6], [1.8, -1.1, 0.2]], "lowdin_charge": [-0.249, 0.083, -0.253, -0.182, 0.045, -0.092, -0.182, 0.141, 0.056, 0.152, 0.090, 0.042, 0.072, 0.133, 0.145]}


Record 4
{"formula": "C7H7N", "method": "ωB97M-V/def2-TZVPD", "total_charge": 0, "homo_energy_ev": -9.37, "relative_energy_ev": 2.7978, "lumo_ev": 0.98, "orbital_gap_ev": 10.342, "smiles": "c1ccncc1.C#C", "elements": ["C", "C", "C", "N", "C", "C", "H", "H", "H", "H", "H", "C", "C", "H", "H"], "coordinates": [[-2.00609, 1.06281, -0.13000], [-0.72789, 1.30649, 0.10793], [0.08533, 0.18235, 0.29643], [-0.33268, -0.97125, 0.07282], [-1.62704, -1.29723, -0.00436], [-2.50711, -0.24986, -0.09034], [-2.62811, 1.92650, -0.35174], [-0.20386, 2.29588, -0.18558], [1.05141, 0.28504, 0.59116], [-1.99720, -2.25592, 0.10163], [-3.54938, -0.22164, -0.11890], [4.09577, 0.22088, 0.00091], [3.07404, -0.38297, -0.21425], [5.02425, 0.72053, 0.16360], [2.30959, -1.00650, -0.50774]], "atomic_forces_ev_per_a": [[-1.9, 0.5, -0.5], [3.4, 2.0, -1.0], [-1.4, 3.3, -0.6], [-0.2, -5.7, 0.9], [-0.4, 3.4, -0.2], [0.6, 1.3, 0.2], [-0.4, -0.4, 0.0], [-1.1, -1.4, 1.3], [2.8, 0.5, 0.5], [0.0, -2.1, -0.3], [-1.6, -1.1, -0.1], [-0.7, -0.5, -0.2], [2.6, 1.1, 0.3], [-0.2, 0.0, 0.1], [-1.4, -0.9, -0.3]], "lowdin_charge": [-0.109, -0.068, -0.205, 0.064, -0.106, -0.055, 0.110, 0.145, 0.036, 0.085, 0.082, 0.021, -0.012, 0.017, -0.005]}


Record 5
{"formula": "C7H7N2O3S", "method": "ωB97M-V/def2-TZVPD", "total_charge": -1, "homo_energy_ev": [-3.68, -5.00], "multiplicity": 3, "s2": 2.049, "lumo_ev": [3.13, 0.69], "orbital_gap_ev": [6.812, 5.684], "elements": ["C", "C", "C", "C", "C", "C", "C", "N", "N", "O", "O", "O", "S", "H", "H", "H", "H", "H", "H", "H"], "coordinates": [[0.99705, -0.68852, 2.93924], [1.13683, -1.76608, 2.08919], [-0.86662, -0.44592, 1.81185], [-0.77943, 2.33187, -1.05181], [-2.77674, -0.78532, 0.28778], [0.00247, 0.12429, -1.62831], [-2.04218, 0.04506, 1.32565], [-0.10659, 0.02677, 2.78638], [-0.35361, 1.15275, -0.73073], [-2.12601, -1.77442, -0.14142], [-1.20641, 3.23060, -0.34332], [-3.92584, -0.46028, -0.00558], [-0.21014, -1.90997, 1.03269], [1.69865, -0.39488, 3.70468], [1.96135, -2.45117, 2.05749], [-0.65926, 2.56247, -2.16096], [1.07245, -0.09700, -1.54219], [-0.54783, -0.78466, -1.34765], [-0.23939, 0.35855, -2.67606], [-2.48395, 0.95745, 1.68501]], "atomic_forces_ev_per_a": [[0.6, -0.6, -0.1], [-0.1, 0.3, 0.2], [0.0, -0.9, -0.6], [-0.7, 2.3, -2.3], [0.1, 0.5, 0.7], [-0.4, 0.1, -0.7], [-0.9, -0.4, -0.4], [-0.3, 1.0, 0.5], [1.5, -1.8, 1.6], [-0.1, -0.4, -0.7], [-0.1, -0.3, 0.4], [-0.7, 0.4, -0.2], [0.8, -0.1, 0.7], [0.2, 0.0, 0.1], [0.2, -0.2, 0.0], [0.0, -0.1, 0.4], [-0.1, 0.0, 0.2], [0.0, 0.1, 0.0], [0.0, 0.0, 0.0], [0.0, 0.1, 0.1]], "mulliken_spin": [-0.048, 0.229, -0.050, -0.029, 0.007, 0.018, 0.436, 0.218, 0.622, 0.007, 0.273, 0.083, 0.114, 0.002, 0.014, 0.022, 0.023, 0.045, -0.001, 0.015]}


Record 6
{"formula": "C7H7N2O6Re", "method": "ωB97M-V/def2-TZVPD", "total_charge": 3, "homo_energy_ev": [-20.38, -20.38], "multiplicity": 4, "s2": 3.796, "lumo_ev": [-14.14, -17.17], "orbital_gap_ev": [6.241, 3.210], "elements": ["O", "C", "Re", "C", "O", "C", "O", "C", "O", "C", "O", "H", "C", "N", "C", "N", "O", "H", "H", "H", "H", "H", "H"], "coordinates": [[5.24434, -3.19306, -3.51472], [4.24805, -3.12642, -2.95433], [1.04381, -1.03901, -0.37556], [-0.67140, -1.69156, 0.39294], [-1.72404, -1.95066, 0.84071], [1.39803, 0.77543, 0.25412], [1.48262, 1.88498, 0.61467], [0.46193, -0.59668, -2.27665], [0.06412, -0.20741, -3.30145], [2.13963, -1.84865, 1.03321], [2.70925, -2.14710, 2.00426], [2.49805, -0.94126, -1.17024], [-1.14480, 0.90319, 2.35791], [-1.83527, 1.43195, 1.19719], [-1.67307, 1.15846, -0.11201], [-2.45312, 1.82562, -0.98059], [-0.88948, 0.32220, -0.70204], [-0.34235, 0.21534, 2.09564], [-1.83796, 0.37005, 3.02074], [-0.70097, 1.71796, 2.94297], [-2.58310, 2.08911, 1.41648], [-2.23417, 1.56413, -1.91783], [-3.20010, 2.48339, -0.86541]], "atomic_forces_ev_per_a": [[-2.8, 0.1, 1.5], [2.7, 0.0, -1.5], [1.0, 1.5, -0.3], [-8.2, -4.1, 3.0], [5.3, 1.3, -2.0], [1.7, 5.5, 1.4], [-0.4, -5.0, -1.5], [-2.0, 2.0, -7.7], [2.2, -2.1, 5.1], [4.0, -1.6, 6.1], [-2.5, 1.0, -4.6], [0.5, -0.2, -0.2], [0.6, -0.4, -0.4], [0.0, 0.0, 1.4], [0.6, -1.1, -2.9], [0.5, -0.3, 0.9], [-1.5, 1.9, 2.4], [-0.2, 0.1, -0.2], [-0.4, 0.2, 0.0], [-0.3, 0.3, 0.1], [-0.2, 0.3, 0.1], [-0.1, 0.0, -1.3], [-0.7, 0.7, 0.6]], "mulliken_spin": [0.000, 0.000, 1.672, 0.029, 0.070, 0.010, 0.134, 0.004, 0.019, -0.091, 0.116, -0.030, 0.030, 0.570, -0.079, 0.496, 0.012, -0.008, 0.051, 0.049, -0.028, -0.011, -0.015]}


Record 7
{"formula": "C7H7N2OS", "method": "ωB97M-V/def2-TZVPD", "total_charge": 1, "homo_energy_ev": [-13.79, -13.81], "relative_energy_ev": 7.3751, "lumo_ev": [-7.56, -6.53], "orbital_gap_ev": [6.232, 7.275], "elements": ["C", "C", "C", "C", "C", "C", "C", "N", "N", "O", "S", "H", "H", "H", "H", "H", "H", "H"], "coordinates": [[2.45864, -1.22001, -0.71894], [1.23264, -1.86716, -0.73019], [2.54230, 0.13961, -0.38125], [0.03906, -1.08034, -0.67301], [1.45493, 0.94637, -0.37963], [0.24365, 0.28959, -0.49052], [-3.10293, 0.50791, 1.60047], [-2.79703, -0.60442, 0.78792], [-2.06929, 0.59021, 0.62923], [-0.96453, 2.71964, -0.22404], [-1.26886, 1.38582, -0.58622], [3.38467, -1.88700, -0.74506], [1.26970, -2.94654, -0.83361], [3.43206, 0.69136, -0.19781], [-1.00615, -1.35462, -0.67401], [1.71671, 2.01646, -0.17316], [-3.90213, 1.10289, 1.27324], [-2.66343, 0.57023, 2.51659]], "atomic_forces_ev_per_a": [[1.4, -0.9, 1.4], [-1.0, 0.7, -0.6], [0.8, -1.0, -1.0], [1.4, 0.8, 0.4], [-0.3, 1.3, 0.7], [-0.9, 0.3, -0.6], [-0.5, 1.6, -1.0], [3.0, 2.6, -1.7], [-1.7, -5.0, 0.2], [0.3, 1.3, 0.5], [1.0, -1.4, -1.3], [-1.3, 1.3, -0.1], [-0.6, 0.1, -0.1], [1.1, -0.4, 0.0], [0.3, -1.0, -0.3], [-1.3, -1.0, -0.3], [-1.8, 0.5, 0.5], [0.2, 0.0, 3.0]], "lowdin_charge": [-0.037, -0.034, -0.063, -0.047, -0.082, -0.314, -0.078, 0.274, -0.218, -0.332, 1.082, 0.148, 0.119, 0.114, 0.089, 0.151, 0.122, 0.106]}


Record 8
{"formula": "C7H7N3O2S", "method": "ωB97M-V/def2-TZVPD", "total_charge": 0, "homo_energy_ev": -9.30, "relative_energy_ev": 4.7286, "lumo_ev": 0.33, "orbital_gap_ev": 9.630, "elements": ["C", "C", "C", "C", "C", "C", "C", "N", "N", "N", "O", "O", "S", "H", "H", "H", "H", "H", "H", "H"], "coordinates": [[-1.24856, -0.53340, 1.01492], [-2.66989, -0.05976, 0.51478], [-0.26778, 1.96365, -1.11870], [-0.32254, -0.09867, 0.18174], [-3.24237, -1.37597, 0.19933], [-0.97213, 0.58271, -1.02378], [1.10047, -0.54544, 0.19487], [-0.92969, 2.95124, -0.77604], [-2.35352, 0.88611, -0.53039], [-3.53048, -2.35760, -0.36912], [-4.07290, -3.35004, -0.70823], [-2.41542, 2.64941, 1.44018], [-2.48077, 2.58314, -0.01822], [-1.17664, -1.15018, 2.03376], [-3.19927, 0.37968, 1.25584], [0.68146, 2.10680, -1.57541], [-1.02833, 0.15031, -2.02156], [1.15028, -1.51355, 0.55551], [1.85905, -0.00924, 0.72799], [1.36150, -0.59578, -0.85885]], "atomic_forces_ev_per_a": [[-1.3, 0.1, 2.6], [3.7, -2.4, -0.7], [-1.6, -2.0, -0.8], [0.0, -1.6, -0.2], [-0.7, -0.3, -1.8], [0.1, 2.2, 1.7], [-0.3, 1.0, -1.6], [-1.1, 2.0, 1.6], [0.5, 0.2, -1.1], [-0.1, 2.5, 2.1], [-0.3, -1.9, -1.2], [0.5, 0.0, -0.4], [0.1, -0.7, -0.8], [0.1, 1.5, -2.6], [-1.7, 1.4, 2.4], [0.9, -0.1, -0.3], [0.4, -0.6, 0.2], [0.0, -2.1, 0.8], [0.1, 0.9, 0.3], [0.6, -0.1, -0.1]], "lowdin_charge": [0.022, -0.304, -0.161, -0.253, 0.080, -0.220, -0.031, -0.099, -0.207, -0.120, 0.028, -0.460, 0.965, 0.178, 0.088, 0.115, 0.155, 0.056, 0.082, 0.087]}


Record 9
{"formula": "C7H7N5O2S", "method": "ωB97M-V/def2-TZVPD", "total_charge": 0, "homo_energy_ev": [-8.08, -8.23], "relative_energy_ev": 0.9898, "lumo_ev": [-2.59, -1.54], "orbital_gap_ev": [5.486, 6.691], "elements": ["C", "C", "C", "C", "C", "C", "C", "N", "N", "N", "N", "N", "O", "O", "S", "H", "H", "H", "H", "H", "H", "H"], "coordinates": [[-3.76274, -0.43089, 0.49098], [-2.78460, -0.24081, 1.52342], [-3.31536, -0.46888, -0.83950], [-1.48958, 0.01610, 1.23886], [-1.93879, -0.34282, -1.15083], [-1.00405, -0.03618, -0.08099], [1.08785, 0.90600, -0.17789], [2.26793, 1.14512, -0.85976], [3.50190, 0.75628, -0.74766], [0.23699, 0.10179, -0.60518], [4.12572, -0.33106, -0.50118], [3.43008, -1.37795, 0.21291], [4.01905, -2.44564, 0.17940], [2.50271, -1.01918, 0.90497], [0.86590, 2.26633, 0.89076], [-4.76164, -0.57270, 0.78052], [-3.07347, -0.28640, 2.62562], [-4.00420, -0.84862, -1.57129], [-0.86551, 0.13394, 2.12997], [-1.59791, -0.31774, -2.15138], [2.22482, 2.04894, -1.33094], [4.33489, 1.34436, -0.96082]], "atomic_forces_ev_per_a": [[3.0, 0.3, 0.6], [-3.1, -0.2, 0.4], [0.9, -0.7, 0.8], [2.1, -0.1, 0.2], [-1.2, 0.9, 3.2], [-3.2, -0.7, -1.9], [-2.6, 1.4, 2.5], [1.3, 1.9, -2.1], [2.0, 0.3, 0.0], [1.9, -1.1, -0.4], [0.3, -3.1, 0.8], [1.6, 0.7, 0.1], [-1.1, 0.9, -0.1], [-0.3, -0.6, -0.1], [0.5, -0.5, -0.1], [-1.2, -0.3, 0.0], [0.2, 0.1, -1.7], [-0.2, 0.4, -0.5], [0.4, 0.1, -0.7], [0.4, -0.3, -0.8], [0.1, -0.2, 0.2], [-1.8, 0.7, -0.3]], "lowdin_charge": [-0.070, -0.098, -0.081, -0.084, 0.008, -0.285, -0.877, 0.040, -0.019, 0.092, 0.129, -0.400, 0.075, 0.067, 0.658, 0.076, 0.127, 0.090, 0.105, 0.089, 0.149, 0.208]}


Record 10
{"formula": "C7H7NO3", "method": "ωB97M-V/def2-TZVPD", "total_charge": 0, "homo_energy_ev": -9.36, "relative_energy_ev": 4.7709, "lumo_ev": -0.44, "orbital_gap_ev": 8.919, "smiles": "C#CC(=O)[C@@]1(O)CN(C)C1=O", "elements": ["C", "C", "C", "O", "C", "O", "C", "N", "C", "C", "O", "H", "H", "H", "H", "H", "H", "H"], "coordinates": [[-1.96001, -2.28134, -1.48385], [-1.85484, -1.36942, -0.69596], [-2.07417, -0.31937, 0.20122], [-3.07313, -0.02049, 0.77231], [-0.86003, 0.71974, 0.31805], [-1.20603, 1.87367, 0.90263], [0.38223, 0.09058, 1.07211], [1.28544, 0.39678, 0.00437], [2.65913, 0.09347, -0.06141], [0.33714, 1.01924, -0.82368], [0.35298, 1.56403, -1.89161], [-1.91978, -3.01566, -2.21002], [-2.14739, 1.61034, 1.22462], [0.45646, 0.82029, 1.98835], [0.53046, -1.00241, 1.28230], [3.14230, 0.70025, -0.89417], [3.09029, 0.01982, 0.87454], [2.85895, -0.89950, -0.57980]], "atomic_forces_ev_per_a": [[0.6, 1.8, 1.5], [-0.9, -2.6, -1.2], [3.1, 3.3, -0.7], [-1.5, -0.1, 0.9], [2.8, -2.3, -1.2], [-3.6, 0.1, 1.2], [0.2, 0.1, 2.0], [-2.3, 1.5, -1.1], [0.6, -1.1, -4.9], [-0.6, -1.0, 0.5], [0.3, -0.3, 0.7], [0.0, -1.0, -0.9], [1.5, 1.3, -0.3], [0.4, -1.8, -1.2], [-0.9, 0.8, 0.5], [-0.3, 0.1, 1.8], [1.2, 0.6, 1.8], [-0.6, 0.4, 0.9]], "lowdin_charge": [0.214, -0.007, -0.346, 0.147, -0.335, 0.026, -0.084, -0.114, -0.052, -0.309, 0.108, 0.030, 0.145, 0.160, 0.136, 0.120, 0.059, 0.102]}